[1]
ClI3P2 | the ωB97M-V functional and the def2-TZVPD basis

Structure (XYZ):
```
6
Properties=species:S:1:pos:R:3:forces:R:3:mulliken_charge:R:1
P -1.099 0.559 -0.156 0.58 0.14 -1.50 0.181
P 0.764 -0.607 0.278 0.90 0.69 0.29 0.059
Cl -1.334 0.782 1.815 -0.41 0.00 1.05 -0.132
I -2.550 -1.277 -0.908 0.16 -0.01 0.29 -0.020
I 2.555 2.143 0.700 -0.87 -1.21 -0.26 -0.124
I 1.664 -1.599 -1.729 -0.35 0.39 0.13 0.036
```
Forces are in eV/Å.

Energy above the lowest of the compared OMol25 structures with the same formula, charge and spin, kJ/mol: 97.2
Charge: 0
Calculated total energy, eV: -55402.554
Orbital gap (alpha / beta), eV: 6.150 / 6.650
LUMO (alpha / beta), eV: -2.86 / -2.63

[2]
C20H52ClN4O10 | the ωB97M-V functional and the def2-TZVPD basis

Structure (XYZ):
```
87
Properties=species:S:1:pos:R:3:forces:R:3:mulliken_charge:R:1
Cl 0.599 -0.718 0.573 -0.40 0.20 -0.21 1.737
O 1.354 -1.926 0.774 0.20 0.07 -0.16 -0.728
O -0.569 -0.999 -0.233 -0.07 -0.11 0.23 -0.666
O 0.204 -0.195 1.868 -0.15 0.06 0.09 -0.560
O 1.375 0.294 -0.116 0.31 -0.09 0.13 -0.753
C -0.524 -4.371 -1.608 0.14 0.52 0.50 -0.733
O 0.126 -5.466 -2.215 0.03 -0.05 -0.25 -0.288
C -0.774 -6.279 -2.937 0.02 -0.01 0.13 -0.667
C -0.140 -7.629 -3.220 0.29 0.61 0.08 -0.602
N 0.665 -7.641 -4.440 -0.22 0.16 -0.12 -0.398
C 1.650 -6.567 -4.556 0.46 -0.52 0.27 -0.424
C 2.249 -6.628 -5.937 -0.60 0.05 -0.71 -0.520
O 3.219 -5.624 -6.075 0.23 -0.05 0.24 -0.273
C 3.749 -5.582 -7.368 0.00 -0.33 -0.26 -0.725
H -1.066 -4.694 -0.711 -0.22 -0.02 -0.20 0.289
H -1.192 -3.838 -2.293 -0.08 -0.17 -0.03 0.324
H 0.212 -3.645 -1.262 0.15 -0.15 -0.11 0.175
H -1.059 -5.796 -3.883 -0.12 0.01 0.07 0.356
H -1.677 -6.437 -2.331 -0.03 0.03 -0.09 0.527
H -0.963 -8.335 -3.331 0.21 -0.30 0.05 0.400
H 0.473 -7.843 -2.331 -0.23 -0.29 0.03 0.304
H 1.168 -8.520 -4.479 -0.10 -0.04 -0.07 0.248
H 2.457 -6.675 -3.814 -0.06 0.17 0.00 0.207
H 1.208 -5.589 -4.399 -0.17 -0.01 0.01 0.300
H 1.448 -6.477 -6.684 0.04 0.06 0.16 0.327
H 2.657 -7.624 -6.182 0.20 0.05 0.27 0.325
H 4.163 -6.559 -7.668 0.02 0.09 0.11 0.291
H 4.553 -4.850 -7.373 -0.07 0.11 -0.10 0.245
H 2.973 -5.332 -8.106 0.11 0.17 0.04 0.298
C -3.582 4.688 0.097 -0.79 -0.61 0.20 -0.871
O -2.336 4.279 0.558 0.11 0.31 0.24 -0.263
C -2.091 2.903 0.374 -0.02 0.10 -0.34 0.772
C -1.649 2.496 -1.037 -0.56 -0.44 1.46 -0.936
N -0.328 3.030 -1.342 -0.35 -0.76 -0.80 0.120
C -0.126 3.183 -2.777 -0.31 -0.26 -0.09 -0.780
C 1.137 3.928 -3.123 0.13 0.21 -0.01 -0.550
O 1.158 5.205 -2.508 -0.31 -0.16 -0.28 -0.207
C 2.105 6.049 -3.092 0.25 0.06 0.31 -0.814
H -3.700 4.523 -0.981 0.02 0.36 -0.04 0.280
H -3.763 5.720 0.389 0.31 0.17 -0.30 0.251
H -4.406 4.115 0.578 0.27 -0.03 -0.08 0.337
H -3.002 2.337 0.627 0.05 -0.04 0.05 0.479
H -1.297 2.631 1.070 0.04 0.05 0.01 -0.809
H -2.436 2.740 -1.755 0.25 0.23 -0.22 0.531
H -1.656 1.398 -0.907 0.15 0.04 -0.65 0.170
H 0.269 2.252 -1.062 0.47 0.52 0.27 -0.055
H -0.980 3.704 -3.224 0.05 0.20 0.24 0.422
H -0.100 2.211 -3.303 0.14 0.04 -0.01 0.341
H 1.162 4.038 -4.220 0.11 0.00 0.05 0.401
H 2.034 3.373 -2.816 -0.06 -0.07 -0.01 0.321
H 2.175 6.931 -2.453 0.02 0.03 -0.09 0.224
H 1.828 6.362 -4.107 -0.02 -0.08 -0.03 0.296
H 3.094 5.569 -3.124 -0.02 0.07 -0.07 0.310
C -1.286 -0.824 6.833 -0.02 0.59 0.22 -1.473
C -0.952 -0.675 5.370 -0.29 -0.13 -0.47 0.722
C -1.216 0.755 4.910 -0.03 0.04 0.09 0.024
O -2.609 1.023 4.838 0.08 0.12 -0.05 -0.444
C -3.121 0.838 3.533 -0.34 -0.05 0.27 -0.256
N 0.436 -0.996 5.091 0.31 -0.36 -0.23 -0.686
H -0.930 -1.758 7.268 -0.17 -0.14 -0.07 0.424
H -2.365 -0.712 6.934 -0.02 -0.21 0.23 0.299
H -0.829 0.003 7.386 0.09 -0.14 0.09 0.322
H -1.656 -1.305 4.801 0.12 -0.05 -0.02 0.063
H -0.733 0.922 3.942 -0.05 -0.02 -0.01 -0.363
H -0.794 1.457 5.636 0.08 -0.02 -0.04 0.361
H -2.654 1.528 2.828 0.08 -0.09 -0.10 -0.098
H -4.191 1.052 3.582 0.05 0.03 -0.02 0.325
H -2.999 -0.196 3.196 0.14 0.05 -0.15 0.286
H 0.658 -1.923 5.441 -0.04 0.10 0.18 0.301
H 0.559 -1.081 4.082 0.07 0.32 0.01 0.171
C 2.246 2.253 3.365 -0.23 -0.35 1.55 -1.613
C 1.138 3.071 2.713 0.58 -0.51 -0.82 2.591
C 0.819 4.346 3.453 -0.37 -0.25 0.41 -1.071
O -0.341 4.989 2.959 -0.05 -0.13 -0.01 -0.339
C -1.496 4.600 3.677 0.22 0.21 0.01 -0.527
N 1.457 3.316 1.278 0.51 -0.35 1.15 -0.548
H 1.874 1.858 4.325 0.02 -0.05 -0.13 0.306
H 3.169 2.768 3.657 -0.06 0.34 -0.51 0.365
H 2.491 1.370 2.778 0.01 0.09 -0.20 0.374
H 0.277 2.395 2.742 -0.23 0.30 -0.13 -1.468
H 1.655 5.050 3.422 0.01 0.03 -0.18 0.350
H 0.655 4.070 4.509 0.16 0.18 -0.03 0.373
H -1.562 3.517 3.830 0.15 -0.01 0.06 0.177
H -2.384 4.887 3.118 0.12 0.19 -0.10 0.130
H -1.467 5.115 4.647 -0.29 -0.22 0.10 0.397
H 2.362 3.791 1.335 -0.16 0.25 -0.36 0.325
H 1.742 2.375 0.997 -0.28 0.14 -0.64 0.215
```
Forces are in eV/Å.

Energy above the lowest of the compared OMol25 structures with the same formula, charge and spin, kJ/mol: 0.0
Charge: -1
Calculated total energy, eV: -60532.182
Orbital gap, eV: 8.162
LUMO, eV: 2.50

[3]
C11H17NO3 | the ωB97M-V functional and the def2-TZVPD basis

Structure (XYZ):
```
32
Properties=species:S:1:pos:R:3:forces:R:3:lowdin_spin:R:1
C -1.535 1.599 0.026 -0.64 0.41 -0.72 0.003
C 2.872 2.008 0.312 -0.58 -0.43 2.28 0.414
C 1.553 2.432 -0.253 1.42 -0.23 -1.78 0.260
C 0.408 2.037 0.607 0.12 0.30 0.58 0.061
C -0.345 0.640 0.370 0.40 1.04 -0.11 0.020
C -0.847 0.577 2.829 0.49 -0.18 0.87 0.000
C -0.611 -1.316 -2.966 -0.38 -0.27 1.04 0.000
C 1.543 -0.689 -0.640 -1.11 -1.35 -0.53 0.016
C -0.449 -0.247 1.605 -4.46 1.65 0.26 0.002
C -0.758 -1.077 -1.404 -1.29 0.63 -2.05 0.000
C 0.205 -0.019 -0.914 0.51 -0.15 1.35 0.000
N -0.781 2.730 0.274 -2.50 0.49 -1.27 0.011
O -2.657 1.516 -0.430 1.00 -0.37 0.67 0.006
O 3.973 2.319 -0.087 1.03 0.15 -0.68 0.692
O 1.490 2.921 -1.386 -0.16 -0.24 1.39 0.406
H 2.890 1.397 1.327 -0.57 1.09 -1.60 0.088
H 0.665 2.320 1.614 0.48 -0.52 0.60 0.008
H 0.068 1.063 3.122 -0.14 1.09 0.45 0.000
H -1.252 0.158 3.761 0.63 -1.27 -0.40 0.000
H -1.698 1.182 2.642 -0.27 1.45 -0.75 0.000
H 0.200 -2.026 -3.127 0.77 0.83 -0.33 0.000
H -0.675 -0.422 -3.621 0.65 -0.44 0.64 0.000
H -1.393 -1.954 -3.316 -1.17 -0.27 -0.01 0.000
H 1.448 -1.344 0.207 -0.04 -0.55 0.38 0.000
H 2.338 -0.034 -0.404 0.92 0.51 -0.42 0.008
H 1.678 -1.341 -1.516 0.82 0.36 0.29 0.001
H -1.277 -0.954 1.572 0.25 -0.51 -0.99 0.001
H 0.415 -0.707 1.806 3.22 -1.99 0.55 0.000
H -1.806 -0.734 -1.171 0.92 -0.59 -0.27 0.000
H -0.552 -2.045 -0.939 -0.20 0.21 0.27 0.000
H 0.460 0.767 -1.622 -0.81 0.00 -0.42 0.000
H -0.974 3.616 -0.235 0.69 -0.85 0.74 0.001
```
Forces are in eV/Å.

⟨S²⟩: 2.02
Spin multiplicity: 3
Energy above the lowest of the compared OMol25 structures with the same formula, charge and spin, kJ/mol: 0.0
Charge: 0
Calculated total energy, eV: -19310.483
Orbital gap (alpha / beta), eV: 8.498 / 6.292
LUMO (alpha / beta), eV: 0.56 / -3.56